The following is a quantum chemistry calculation of a molecular structure, C40H56F3N2O2S3SbSe4Ti at a distorted geometry, from OMol25.

Calculated values
E_LUMO (alpha / beta) (eV): 1.805 / 0.697
Highest occupied orbital energy (alpha / beta) (eV): -4.70 / -4.59
Frontier orbital gap (alpha / beta) (eV): 6.5 / 5.3
Energy above the lowest of the compared OMol25 structures with the same formula, charge and spin (kcal/mol): 19.1
2S+1: 2
Total charge: -1
E_tot (a.u.): -14007.6202

CARTESIAN COORDINATES (ANGSTROEM)
Ti -0.28 0.77 -0.36
C -2.87 2.33 -6.48
C -3.03 3.55 -5.55
C -4.45 4.08 -5.70
C -2.06 4.66 -5.98
C -2.71 3.12 -4.12
C -1.43 2.65 -3.83
C -1.13 2.20 -2.56
N 0.02 1.60 -2.07
C 1.19 1.12 -2.62
C 1.55 0.96 -3.96
C 2.81 0.46 -4.28
C 3.72 0.24 -3.25
C 3.38 0.34 -1.90
C 2.06 0.65 -1.59
O 1.49 0.55 -0.38
C 4.43 0.29 -0.78
C 4.10 -0.76 0.30
C 5.83 -0.01 -1.31
C 4.45 1.68 -0.13
C 3.14 0.15 -5.74
C 2.71 1.30 -6.65
C 4.63 -0.10 -5.97
C 2.37 -1.13 -6.13
C -2.11 2.29 -1.52
O -1.67 1.89 -0.31
C -3.40 2.71 -1.80
C -3.67 3.12 -3.11
C -4.48 2.67 -0.72
C -5.83 3.18 -1.23
C -4.06 3.56 0.46
C -4.67 1.23 -0.23
H -3.10 2.61 -7.51
H -3.56 1.54 -6.17
H -1.86 1.93 -6.44
H -4.62 4.38 -6.74
H -4.62 4.95 -5.06
H -5.19 3.31 -5.46
H -2.30 4.99 -7.00
H -1.02 4.31 -5.98
H -2.13 5.51 -5.31
H -0.67 2.62 -4.60
H 0.82 1.19 -4.72
H 4.73 -0.06 -3.49
H 4.23 -1.77 -0.08
H 3.08 -0.65 0.66
H 4.77 -0.62 1.16
H 5.88 -1.01 -1.76
H 6.54 0.01 -0.48
H 6.15 0.73 -2.04
H 3.48 1.90 0.32
H 4.67 2.45 -0.87
H 5.20 1.73 0.66
H 3.19 2.23 -6.34
H 1.63 1.45 -6.65
H 3.01 1.10 -7.68
H 5.22 0.77 -5.69
H 4.81 -0.30 -7.03
H 4.99 -0.96 -5.41
H 1.30 -1.00 -6.00
H 2.69 -1.97 -5.52
H 2.56 -1.37 -7.18
H -4.67 3.45 -3.35
H -5.77 4.22 -1.56
H -6.56 3.12 -0.42
H -6.20 2.56 -2.05
H -3.85 4.58 0.13
H -3.16 3.18 0.94
H -4.85 3.60 1.21
H -5.09 0.60 -1.02
H -5.35 1.19 0.62
H -3.73 0.78 0.08
Se -2.13 -5.03 1.03
Sb -2.75 -3.12 -0.37
Se -1.46 -0.79 -1.71
Se -1.47 -1.05 0.46
Se -5.13 -2.79 -0.11
C 2.71 -0.73 4.77
C 2.37 -1.92 3.87
S 1.10 -1.57 2.62
C -0.39 -1.37 3.66
C -1.09 0.02 3.58
S -0.40 1.22 2.38
C 0.56 2.38 3.41
C 1.49 1.80 4.47
S 2.92 0.84 3.85
H 3.66 -0.92 5.28
H 1.94 -0.57 5.52
H 2.04 -2.77 4.46
H 3.24 -2.21 3.27
H -0.08 -1.57 4.69
H -1.08 -2.15 3.34
H -1.08 0.53 4.54
H -2.13 -0.11 3.27
H -0.16 3.04 3.89
H 1.14 2.95 2.69
H 0.94 1.16 5.16
H 1.90 2.63 5.04
F 4.86 -5.05 -2.74
C 4.59 -4.69 -1.46
F 5.61 -3.87 -1.08
F 4.69 -5.80 -0.71
C 3.26 -4.01 -1.33
C 2.90 -3.05 -2.26
C 1.65 -2.45 -2.12
N 0.81 -2.76 -1.14
C 1.17 -3.68 -0.26
C 2.39 -4.34 -0.31
H 3.55 -2.77 -3.07
H 1.31 -1.73 -2.85
H 0.44 -3.95 0.50
H 2.64 -5.10 0.42

***

The following is a quantum chemistry calculation of 10 unconnected molecules or ions with the total composition C40H56N4O12 at a distorted geometry, from OMol25.

Calculated values
E_LUMO (eV): 0.481
Highest occupied orbital energy (eV): -7.94
Frontier orbital gap (eV): 8.4
Energy above the lowest of the compared OMol25 structures with the same formula, charge and spin (kcal/mol): 10.4
SMILES: c1cc[nH]c1.c1cc[nH]c1.c1cc[nH]c1.c1cc[nH]c1.O=C1CCCO1.O=C1CCCO1.O=C1CCCO1.O=C1CCCO1.O=C1CCCO1.O=C1CCCO1
Total charge: 0
E_tot (a.u.): -2679.6849

CARTESIAN COORDINATES (ANGSTROEM)
C 2.87 -0.93 -4.78
C 3.48 -2.02 -5.42
C 3.40 -3.09 -4.57
N 2.69 -2.75 -3.46
C 2.41 -1.40 -3.53
H 2.77 0.07 -5.19
H 3.96 -2.00 -6.38
H 3.79 -4.10 -4.68
H 2.55 -3.38 -2.68
H 1.88 -0.93 -2.72
C 3.13 3.01 -3.88
C 3.27 4.23 -4.52
C 2.06 4.56 -5.14
N 1.15 3.56 -4.89
C 1.86 2.60 -4.17
H 3.90 2.46 -3.36
H 4.21 4.76 -4.52
H 1.85 5.26 -5.93
H 0.20 3.45 -5.22
H 1.30 1.71 -3.94
C -2.33 -3.72 -1.36
C -2.61 -2.96 -2.52
C -1.72 -1.93 -2.58
N -0.97 -2.01 -1.42
C -1.38 -3.02 -0.63
H -2.89 -4.61 -1.09
H -3.23 -3.20 -3.37
H -1.53 -1.24 -3.39
H -0.30 -1.31 -1.15
H -0.90 -3.21 0.32
C 0.96 0.69 -0.41
C 1.75 -0.12 0.39
C 0.97 -0.56 1.42
N -0.22 0.09 1.32
C -0.21 0.88 0.21
H 1.29 1.12 -1.35
H 2.77 -0.45 0.23
H 1.10 -1.34 2.15
H -0.98 0.06 1.98
H -1.11 1.38 -0.10
O -3.00 -0.23 2.57
C -3.53 -1.26 2.12
C -4.13 -1.49 0.73
C -4.86 -2.81 0.94
C -4.03 -3.49 1.98
O -3.57 -2.46 2.86
H -4.87 -0.73 0.49
H -3.35 -1.42 -0.02
H -5.85 -2.60 1.36
H -4.90 -3.40 0.03
H -4.62 -4.20 2.56
H -3.24 -4.15 1.63
O -4.87 4.27 -0.06
C -4.79 3.35 -0.88
C -4.89 3.37 -2.42
C -5.32 1.93 -2.64
C -4.41 1.21 -1.61
O -4.36 2.07 -0.48
H -5.64 4.08 -2.78
H -3.89 3.59 -2.80
H -6.38 1.85 -2.41
H -5.13 1.56 -3.65
H -4.77 0.24 -1.28
H -3.40 1.13 -2.02
O 4.14 0.95 2.83
C 3.21 1.69 3.20
C 2.40 2.61 2.31
C 1.17 2.85 3.13
C 1.73 2.66 4.57
O 2.83 1.73 4.42
H 2.94 3.55 2.24
H 2.23 2.13 1.35
H 0.66 3.81 3.03
H 0.49 2.05 2.85
H 2.02 3.62 4.99
H 0.98 2.35 5.29
O -1.09 3.13 -2.85
C -0.75 3.84 -1.91
C 0.65 4.30 -1.62
C 0.53 4.90 -0.25
C -0.89 5.24 -0.12
O -1.60 4.37 -0.99
H 1.33 3.46 -1.79
H 0.92 5.04 -2.37
H 0.80 4.15 0.50
H 1.22 5.73 -0.13
H -1.12 5.18 0.94
H -1.13 6.23 -0.53
O 2.17 -5.11 -0.52
C 2.92 -4.75 0.39
C 3.78 -3.52 0.35
C 3.76 -3.20 1.83
C 3.85 -4.62 2.45
O 3.14 -5.39 1.50
H 4.78 -3.72 -0.04
H 3.27 -2.74 -0.20
H 4.59 -2.56 2.11
H 2.82 -2.75 2.14
H 4.92 -4.85 2.51
H 3.34 -4.74 3.40
O -0.39 0.31 5.06
C -0.13 -0.88 5.17
C -1.14 -2.06 5.27
C -0.22 -3.18 4.78
C 1.19 -2.80 5.22
O 1.12 -1.38 5.22
H -1.50 -2.07 6.30
H -1.92 -1.86 4.53
H -0.57 -4.14 5.15
H -0.26 -3.35 3.70
H 1.49 -3.16 6.21
H 1.94 -3.11 4.49